No. 1
DFT (wB97M-V/def2-TZVPD) results for 8 unconnected molecules or ions with the total composition C20H59N3O11 in a non-equilibrium geometry.

The geometry in XYZ format:
```
93
C20H59N3O11 wB97M-V/def2-TZVPD
O 2.1303 1.3721 -0.8598
H 2.7722 1.6250 -1.5369
H 2.4386 0.4623 -0.6312
O -1.9415 -3.3727 1.6207
H -2.8535 -3.6102 1.7828
H -1.8976 -2.7654 0.8723
O 0.0282 -5.4802 1.2676
H -0.7136 -4.8934 1.4032
H -0.3021 -6.3380 1.0082
O 0.2595 -1.6507 -0.7417
H 0.3726 -0.6911 -0.8406
H 1.1716 -1.9225 -0.6866
C 4.6242 -5.6255 5.1678
O 4.5574 -4.5424 4.2856
C 3.1821 -4.2089 3.9008
C 3.3479 -3.1419 2.8322
N 2.1706 -2.7744 2.0085
C 1.1293 -2.2145 2.8706
C 1.6598 -1.0114 3.6057
O 2.3029 -0.1408 2.6583
C 2.2729 1.1869 3.1241
H 4.1318 -6.4806 4.7120
H 4.1500 -5.4140 6.1279
H 5.7209 -5.8018 5.3916
H 2.6529 -3.8093 4.7778
H 2.6733 -5.1266 3.5115
H 4.0562 -3.5364 2.1036
H 3.8360 -2.2363 3.1329
H 1.7321 -3.5894 1.5020
H 0.6810 -2.9132 3.6747
H 0.2925 -1.9001 2.2607
H 2.3039 -1.2431 4.4571
H 0.7627 -0.5346 4.0265
H 2.8013 1.8199 2.4107
H 2.7270 1.2745 4.1303
H 1.2379 1.5554 3.2070
C 2.2688 -0.9547 -6.2204
O 0.9399 -0.8065 -5.8458
C 0.7405 -1.2625 -4.4900
C -0.7192 -1.2972 -4.1211
N -1.3965 -0.0443 -4.2623
C -1.1036 0.8643 -3.1360
C -2.1959 1.9729 -3.1551
O -2.2760 2.4076 -4.5194
C -3.0270 3.6483 -4.5933
H 2.8759 -0.4574 -5.4612
H 2.4052 -0.5779 -7.2437
H 2.5162 -1.9878 -6.2906
H 1.2867 -0.6439 -3.7569
H 1.1453 -2.2600 -4.3066
H -0.7380 -1.6450 -3.1253
H -1.3446 -2.0348 -4.6914
H -1.3087 0.3690 -5.2111
H -0.1099 1.1878 -3.1848
H -1.2910 0.3050 -2.2639
H -2.0265 2.8039 -2.4349
H -3.1782 1.6034 -2.8309
H -2.6132 4.3714 -3.8448
H -4.0624 3.4785 -4.3649
H -2.7959 4.1779 -5.5200
C -7.6439 2.8715 0.5281
O -6.5335 3.6093 0.0673
C -6.0639 4.5703 1.0031
C -4.6685 5.0448 0.5334
N -3.7677 3.9778 0.7505
C -2.3975 4.4023 0.4582
C -1.4365 3.4391 1.0186
O -1.6492 2.1974 0.4814
C -0.8193 1.1725 1.0035
H -7.9321 2.0860 -0.1768
H -8.5364 3.5562 0.6759
H -7.4783 2.4269 1.4990
H -6.0196 4.0704 1.9364
H -6.7763 5.3488 0.9962
H -4.4415 5.9307 1.1411
H -4.6184 5.3490 -0.5595
H -4.0224 3.1169 0.3730
H -2.2945 5.4014 0.7959
H -2.1553 4.4706 -0.6082
H -1.6910 3.4723 2.0968
H -0.4150 3.7609 0.9327
H -1.0227 0.8630 2.0502
H 0.2147 1.4881 0.8843
H -0.9847 0.2814 0.3895
C 5.3132 -0.2400 -0.6544
C 4.6720 -1.4274 0.0160
O 3.2842 -1.5679 -0.2744
H 6.3924 -0.1770 -0.3523
H 4.9189 0.6779 -0.2292
H 5.2651 -0.2293 -1.7573
H 4.7494 -1.3889 1.0809
H 5.2253 -2.2556 -0.3751
H 2.8702 -1.8437 0.6115
```

Calculated values
HOMO level in eV: -7.863
Energy relative to the best compared isomer or geometry (same formula, charge and spin) in kJ/mol: 14.1

***

No. 2
DFT (wB97M-V/def2-TZVPD) results for 2 unconnected molecules or ions with the total composition C8H20O2 in a non-equilibrium geometry.

The geometry in XYZ format:
```
30
C8H20O2 wB97M-V/def2-TZVPD
O -0.4638 2.0470 -3.3669
C -1.7103 4.7283 -2.5707
C 1.1497 2.1938 -1.6318
C -0.2603 4.2471 -2.2768
C -0.2306 2.6798 -2.0725
H -1.4301 2.1441 -3.4980
H -2.2315 4.2902 -1.7030
H -2.1442 4.3050 -3.4922
H -1.8808 5.8181 -2.5700
H 1.9705 2.4626 -2.3178
H 1.1057 1.0947 -1.5495
H 1.3721 2.6125 -0.6359
H 0.3562 4.6061 -3.1233
H 0.0696 4.7861 -1.3678
H -0.9817 2.4677 -1.2847
O -1.2349 -3.8486 2.3513
C 0.8253 -3.0068 4.1724
C 0.2664 -3.6363 0.3546
C 0.8789 -2.6926 2.6752
C 0.1493 -3.8360 1.8772
H -1.7422 -4.3183 1.6568
H 1.5611 -2.3764 4.6994
H 1.0943 -4.0653 4.3265
H -0.1701 -2.8290 4.6131
H -0.2845 -4.3930 -0.2289
H 1.3347 -3.6940 0.0860
H -0.1117 -2.6370 0.0807
H 0.2507 -1.8195 2.4133
H 1.8990 -2.5009 2.2903
H 0.5930 -4.8293 2.0927
```

Calculated values
HOMO level in eV: -10.235
Energy relative to the best compared isomer or geometry (same formula, charge and spin) in kJ/mol: 116.2

***

No. 3
DFT (wB97M-V/def2-TZVPD) results for a single C4H5N3 molecule in a non-equilibrium geometry.

The geometry in XYZ format:
```
12
C4H5N3 wB97M-V/def2-TZVPD
N 1.2059 0.5351 1.5197
C 0.2826 0.1366 0.5576
C -0.4436 -1.0613 0.4582
N -1.0336 -1.4123 -0.6965
C -0.9536 -0.5970 -1.7388
N -0.4147 0.6269 -1.7036
C 0.1572 0.9698 -0.5584
H 1.2261 0.0526 2.3830
H 1.2768 1.5241 1.7060
H -0.5666 -1.7806 1.2662
H -1.3874 -0.9333 -2.6896
H 0.6510 1.9394 -0.5037
```

Calculated values
HOMO level in eV: -8.840
Energy relative to the best compared isomer or geometry (same formula, charge and spin) in kJ/mol: 72.7

***

Number 1: LUMO energy 0.32 eV, Kohn-Sham gap 8.18 eV. Number 2: LUMO energy 0.80 eV, Kohn-Sham gap 11.03 eV. Number 3: LUMO energy 0.83 eV, Kohn-Sham gap 9.67 eV.